Entry from the Open Molecules 2025 dataset: an isolated ion of composition C5H17OSi2 and charge +1 (wB97M-V/def2-TZVPD).

```
25
Properties=species:S:1:pos:R:3:forces:R:3
C -0.104 -1.470 0.932 -0.698 -4.218 1.213
C 2.736 -0.807 -1.395 0.854 1.476 -0.914
C 2.150 1.137 1.128 2.240 0.618 -0.025
C -2.799 -1.154 -0.214 -0.040 0.764 2.740
C -2.074 1.774 0.296 -1.029 1.785 1.311
O 0.030 -0.110 -0.089 -0.682 2.430 -2.514
Si 1.626 0.519 -0.559 1.273 -1.299 0.926
Si -1.535 0.191 -0.652 2.035 -0.835 -1.893
H -0.847 -1.113 1.632 -0.176 -0.678 -0.132
H -0.168 -2.251 0.135 -0.999 0.566 1.067
H 0.859 -1.562 1.296 1.824 0.183 1.187
H 2.762 -1.728 -0.800 -0.627 -0.137 -0.645
H 2.546 -0.830 -2.519 -0.121 -0.742 1.583
H 3.836 -0.525 -1.362 -1.242 0.317 0.196
H 1.248 0.977 1.653 -1.068 0.498 1.056
H 2.953 0.695 1.792 -0.768 0.002 -1.253
H 2.448 2.220 1.051 -0.690 -0.890 0.154
H -3.753 -0.691 -0.429 -0.331 -0.565 -0.507
H -2.459 -2.078 -0.612 0.180 -0.700 -1.546
H -2.818 -1.517 0.863 -0.040 1.048 -0.824
H -2.183 2.511 -0.490 1.115 0.102 -0.832
H -3.099 1.980 0.704 0.962 -1.346 0.488
H -1.189 1.863 0.985 -1.196 0.177 -0.553
H 0.913 1.537 -1.227 0.360 1.353 -1.310
H -1.079 0.431 -2.119 -1.135 0.091 1.029
```
Positions in Å, forces in eV/Å.

Output
- HOMO-LUMO gap (spin up / spin down) (eV) = 5.582 / 4.953
- lowest unoccupied orbital energy (spin up / spin down) (hartree) = -0.0990 / -0.3455
- multiplicity = 3
- total charge = +1